DFT (ωB97M-V/def2-TZVPD) results for a molecular structure, C32H84F12N2O22S4.

Geometry as XYZ:
```
156
C32H84F12N2O22S4 (ωB97M-V/def2-TZVPD)
C -1.43 8.37 -3.37
F -0.85 8.21 -4.56
F -0.81 9.35 -2.74
F -2.70 8.73 -3.60
S -1.38 6.75 -2.37
O -2.42 6.89 -1.38
O -1.66 5.77 -3.40
N 0.22 6.70 -1.87
S 0.26 7.28 -0.39
O 1.65 7.32 0.03
O -0.44 8.51 -0.15
C -0.56 5.95 0.74
F 0.29 5.51 1.66
F -1.60 6.49 1.37
F -1.00 4.92 0.02
C -0.67 1.90 2.52
F 0.52 1.94 3.10
F -1.50 1.11 3.20
F -1.20 3.11 2.48
S -0.58 1.20 0.75
O -1.95 0.84 0.50
O -0.05 2.25 -0.07
N 0.40 -0.20 0.96
S 0.74 -0.53 -0.51
O -0.43 -0.73 -1.36
O 1.78 0.29 -1.10
C 1.45 -2.27 -0.39
F 1.64 -2.71 -1.63
F 2.60 -2.35 0.26
F 0.54 -3.06 0.22
C -3.87 3.71 0.50
C -5.09 4.51 0.16
O -6.07 3.60 -0.37
H -3.13 4.31 1.04
H -3.32 3.37 -0.37
H -4.02 2.90 1.22
H -4.88 5.27 -0.60
H -5.51 5.03 1.03
H -6.82 4.09 -0.71
C -0.85 2.55 -3.51
C 0.62 2.91 -3.31
O 0.80 3.88 -2.27
H -1.01 1.91 -4.38
H -1.42 3.47 -3.64
H -1.27 2.03 -2.65
H 1.04 3.37 -4.21
H 1.16 1.99 -3.04
H 0.38 3.41 -1.53
C 0.03 -5.36 -3.40
C -0.74 -5.16 -4.68
O 0.20 -4.75 -5.68
H 0.74 -4.54 -3.20
H 0.71 -6.20 -3.56
H -0.57 -5.56 -2.51
H -1.53 -4.41 -4.59
H -1.27 -6.06 -5.00
H -0.29 -4.67 -6.51
C -5.68 -1.02 2.11
C -5.27 0.38 1.65
O -6.35 0.96 0.95
H -6.04 -1.55 1.23
H -6.49 -0.99 2.83
H -4.83 -1.57 2.51
H -4.36 0.32 1.04
H -5.00 0.96 2.55
H -6.04 1.80 0.58
C -3.47 -2.21 -0.84
C -2.60 -3.44 -1.09
O -3.22 -4.65 -0.66
H -2.96 -1.26 -0.95
H -4.00 -2.29 0.11
H -4.27 -2.27 -1.59
H -1.64 -3.35 -0.58
H -2.35 -3.50 -2.15
H -4.02 -4.72 -1.20
C 1.55 -4.51 3.20
C 0.75 -5.66 3.79
O 1.05 -5.74 5.18
H 1.37 -4.35 2.15
H 2.63 -4.68 3.32
H 1.30 -3.61 3.77
H 1.04 -6.59 3.29
H -0.30 -5.42 3.60
H 0.68 -6.55 5.54
C -3.34 5.24 4.08
C -3.28 4.22 5.21
O -4.29 4.50 6.20
H -3.19 6.26 4.43
H -4.27 5.14 3.52
H -2.53 4.99 3.39
H -2.32 4.28 5.73
H -3.44 3.22 4.81
H -5.13 4.28 5.78
C -0.39 -1.12 -5.51
C 0.29 -1.62 -4.24
O 1.43 -2.41 -4.58
H -0.87 -1.96 -6.02
H 0.35 -0.74 -6.22
H -1.18 -0.39 -5.31
H -0.37 -2.28 -3.68
H 0.60 -0.79 -3.61
H 1.10 -3.25 -4.93
C 4.33 -1.76 -3.14
C 4.79 -2.83 -2.17
O 5.84 -3.59 -2.76
H 3.53 -1.17 -2.68
H 3.96 -2.20 -4.06
H 5.14 -1.09 -3.42
H 3.91 -3.43 -1.92
H 5.14 -2.43 -1.21
H 6.13 -4.24 -2.13
C 4.26 -1.44 3.64
C 2.83 -0.92 3.49
O 2.80 -0.06 2.35
H 4.22 -2.12 4.50
H 4.92 -0.63 3.95
H 4.56 -1.97 2.74
H 2.48 -0.41 4.40
H 2.17 -1.78 3.35
H 1.87 0.02 2.06
C 2.81 -7.18 -0.10
C 1.41 -6.61 -0.12
O 0.51 -7.48 0.55
H 3.47 -6.65 -0.79
H 2.84 -8.23 -0.40
H 3.27 -7.16 0.89
H 1.07 -6.49 -1.15
H 1.49 -5.61 0.32
H -0.30 -7.00 0.77
C 6.54 -0.07 -0.51
C 5.16 0.43 -0.10
O 5.16 0.77 1.27
H 6.67 -0.32 -1.56
H 6.75 -1.03 -0.01
H 7.35 0.61 -0.25
H 4.44 -0.38 -0.27
H 4.92 1.33 -0.66
H 4.30 0.56 1.68
C 3.06 3.77 0.83
C 3.49 3.99 -0.61
O 3.09 5.29 -1.07
H 3.59 2.88 1.19
H 2.00 3.58 0.94
H 3.39 4.60 1.46
H 3.06 3.23 -1.26
H 4.58 3.94 -0.69
H 3.61 5.90 -0.54
C -2.40 -2.56 4.13
C -1.68 -2.11 2.88
O -0.43 -1.56 3.21
H -2.61 -1.74 4.82
H -1.85 -3.31 4.70
H -3.34 -3.07 3.92
H -2.30 -1.40 2.31
H -1.51 -2.96 2.20
H -0.06 -1.09 2.44
```

Properties
total charge	-2
E	-5825.52036	Ha
frontier orbital gap	7.80	eV
highest occupied orbital energy	-4.58	eV
ΔE to the lowest compared entry with this formula, charge and spin	0.000	eV

Mulliken population analysis, charges in e, atoms 1 to 8: 0.452, -0.240, -0.233, -0.243, 1.123, -0.600, -0.694, -0.277